# 1
DFT (ωB97M-V/def2-TZVPD) results for C30H50BrHfN2O3P as an isolated structure at a distorted geometry.

ORCA input file:
```
! wB97M-V def2-TZVPD RIJCOSX def2/J DEFGRID3
* xyz 4 1
C -5.345 -0.925 1.725
C -5.418 0.540 2.099
C -5.329 0.820 3.597
C -3.952 0.638 4.244
C -3.144 1.931 4.385
C -1.650 1.812 4.094
C -1.377 1.965 2.591
C -0.038 1.377 2.130
C -0.084 0.407 0.906
P -0.855 1.354 -0.535
C -0.518 3.130 -0.399
C 0.977 3.491 -0.427
C -2.637 1.012 -0.737
C -2.878 0.142 -1.973
C -0.861 -0.816 1.347
O -2.086 -0.857 1.656
N -0.079 -1.906 1.404
C 1.368 -1.497 1.361
C 1.811 -1.332 2.871
N 2.245 -2.593 3.457
C 2.120 -2.690 0.787
C 3.595 -2.482 0.808
O 4.122 -1.525 1.211
Br 4.599 -3.949 0.054
C 1.358 -0.180 0.599
C 1.570 -0.123 -0.920
O 2.853 -0.733 -1.377
C 2.936 -1.197 -2.619
C 3.076 -2.550 -2.925
C 3.184 -2.985 -4.257
C 3.308 -4.397 -4.585
C 3.174 -2.028 -5.362
C 3.046 -0.685 -5.093
C 2.940 -0.215 -3.741
C 2.812 1.200 -3.496
C 1.333 1.527 -3.947
C 3.879 1.983 -4.345
H -4.778 -1.108 0.809
H -4.850 -1.520 2.536
H -6.309 -1.392 1.573
H -4.696 1.142 1.555
H -6.396 0.883 1.778
H -6.042 0.174 4.105
H -5.686 1.830 3.756
H -3.253 -0.092 3.734
H -4.114 0.226 5.235
H -3.591 2.737 3.814
H -3.231 2.236 5.423
H -1.267 0.869 4.483
H -1.176 2.633 4.619
H -1.395 3.031 2.404
H -2.231 1.535 2.072
H 0.397 0.865 2.981
H 0.657 2.175 1.898
H -0.987 3.608 0.457
H -0.993 3.563 -1.275
H 1.284 3.839 -1.405
H 1.198 4.281 0.278
H 1.630 2.664 -0.159
H -3.095 1.981 -0.928
H -3.110 0.623 0.156
H -2.404 -0.832 -1.903
H -2.453 0.649 -2.833
H -3.937 0.042 -2.177
H -0.287 -2.479 2.211
H 0.976 -0.952 3.454
H 2.597 -0.588 2.918
H 1.675 -2.821 4.255
H 3.201 -2.542 3.778
H 1.851 -2.778 -0.263
H 1.843 -3.630 1.238
H 2.055 0.464 1.123
H 1.655 0.923 -1.157
H 0.745 -0.570 -1.461
H 3.108 -3.308 -2.162
H 4.360 -4.623 -4.808
H 2.776 -4.577 -5.522
H 2.893 -5.055 -3.832
H 3.252 -2.410 -6.367
H 3.033 0.023 -5.903
H 2.978 1.424 -2.453
H 1.341 2.370 -4.628
H 0.721 1.758 -3.073
H 0.876 0.705 -4.488
H 3.444 2.357 -5.261
H 4.735 1.371 -4.601
H 4.266 2.809 -3.763
Hf -3.323 -2.175 3.192
*
```

Output
Energy above the lowest of the compared OMol25 structures with the same formula, charge and spin ... 0.0 kcal per mole
Kohn-Sham gap ... 3.028 eV
Highest occupied orbital energy ... -17.99 eV

Results of the Mulliken charge analysis, in e, for atoms 1 through 2: -1.291, 0.152

# 2
DFT (ωB97M-V/def2-TZVPD) results for C28H47Cl3EuN2O3PSi as an isolated structure at a distorted geometry.

ORCA input file:
```
! wB97M-V def2-TZVPD RIJCOSX def2/J DEFGRID3
* xyz -1 8
C -1.907 -2.289 -3.748
C -1.347 -3.082 -2.599
H -2.247 -2.938 -4.573
H -1.160 -1.574 -4.153
H -2.777 -1.708 -3.385
C -0.732 -4.272 -2.701
C -0.583 -5.036 -3.973
H -0.329 -4.762 -1.807
H -0.610 -4.372 -4.843
H -1.377 -5.786 -4.087
H 0.363 -5.590 -3.976
Eu -0.074 0.849 -0.796
Cl -2.562 0.918 0.156
Cl 1.528 1.324 -2.845
H 0.729 4.610 3.645
H -1.585 5.637 3.242
C 0.872 4.805 2.571
C -1.458 5.548 2.152
N -0.385 4.604 1.848
H 1.635 4.131 2.175
C -0.576 3.575 1.023
O 0.310 2.719 0.760
H -2.386 5.181 1.698
H -1.582 3.496 0.557
H 1.195 5.853 2.468
H -1.240 6.549 1.744
H 1.598 -1.281 -2.841
H 2.187 -4.046 -1.161
C 2.674 -1.404 -2.601
C 3.106 -3.441 -1.232
N 2.819 -2.010 -1.283
H 3.157 -0.411 -2.624
C 2.514 -1.360 -0.146
O 2.102 -0.183 -0.074
H 3.729 -3.658 -0.356
H 2.689 -1.981 0.755
H 3.152 -2.094 -3.315
H 3.632 -3.722 -2.149
O -0.411 -1.370 -1.265
C -1.386 -2.332 -1.264
C -0.052 -3.738 0.379
C -1.293 -3.273 -0.059
H 0.847 -3.243 -0.002
C 0.004 -4.805 1.280
H -2.349 -1.797 -1.192
C -2.466 -3.707 0.563
H 0.978 -5.192 1.584
C -1.175 -5.323 1.816
C -2.403 -4.746 1.490
H -3.420 -3.227 0.320
H -1.126 -6.134 2.540
H -3.308 -5.095 1.982
Si -0.918 3.890 -3.942
Cl -1.663 1.837 -3.784
C 0.888 4.240 -3.496
C -1.918 4.610 -2.487
C -1.101 4.549 -5.720
H 1.263 3.572 -2.695
H 0.992 5.280 -3.149
H 1.564 4.104 -4.354
H -0.307 4.219 -6.415
H -1.025 5.652 -5.696
H -2.051 4.303 -6.214
H -1.779 4.000 -1.576
H -2.996 4.626 -2.702
H -1.635 5.644 -2.240
C 0.940 -2.496 3.855
P 0.257 -1.103 2.855
C -1.546 -1.229 3.163
C 0.797 0.355 3.824
C 2.054 0.886 3.446
C 2.624 1.919 4.183
C 1.935 2.465 5.272
C 0.673 1.983 5.613
C 0.091 0.939 4.891
H 0.634 -3.443 3.383
H 0.582 -2.445 4.894
H 2.038 -2.419 3.834
H -1.829 -0.777 4.123
H -2.057 -0.740 2.311
H -1.828 -2.289 3.171
H 2.572 0.486 2.567
H 3.613 2.293 3.913
H 2.399 3.256 5.860
H 0.135 2.418 6.457
H -0.908 0.595 5.158
*
```

Output
Kohn-Sham gap (alpha / beta) ... 4.768 / 7.074 eV
⟨S²⟩ ... 15.76
Highest occupied orbital energy (alpha / beta) ... -2.37 / -4.67 eV

Results of the Mulliken charge analysis, in e, for atoms 1 through 2: -1.621, 0.261

# 3
DFT (ωB97M-V/def2-TZVPD) results for C15H14ClFeNO2 as an isolated structure at a distorted geometry.

ORCA input file:
```
! wB97M-V def2-TZVPD RIJCOSX def2/J DEFGRID3
* xyz -1 6
C 0.902 -1.276 -1.802
C -0.495 -1.203 -2.055
C -1.178 -1.901 -1.015
C -0.197 -2.393 -0.110
C 1.088 -2.001 -0.590
Fe 0.000 0.000 0.000
C -1.573 1.651 -0.913
C -0.427 2.045 -1.482
C 0.526 2.570 -2.225
N 1.341 1.014 0.312
H -2.259 -2.023 -0.922
H -0.960 -0.701 -2.906
H -0.390 -2.952 0.807
H 2.045 -2.210 -0.110
H 1.690 -0.825 -2.407
H -2.244 0.945 -1.418
H 2.210 1.561 0.335
H -1.918 2.092 0.030
H 0.273 3.368 -2.937
H 1.565 2.238 -2.158
Cl -1.452 1.221 8.376
C -1.484 0.662 6.713
C -1.821 -0.663 6.423
C -1.832 -1.115 5.096
C -1.503 -0.240 4.043
C -1.167 1.095 4.352
C -1.163 1.542 5.677
C -1.422 -0.722 2.642
O -1.684 -1.973 2.362
O -0.874 0.093 1.762
H -2.060 -1.349 7.225
H -2.074 -2.151 4.899
H -0.895 1.795 3.573
H -0.896 2.568 5.896
*
```

Output
Kohn-Sham gap (alpha / beta) ... 6.201 / 6.690 eV
⟨S²⟩ ... 8.79
Highest occupied orbital energy (alpha / beta) ... -3.49 / -3.98 eV

Results of the Mulliken charge analysis, in e, for atoms 1 through 2: -0.502, -0.587

# 4
DFT (ωB97M-V/def2-TZVPD) results for a 3-piece molecular cluster, C3H13NO2S overall at a distorted geometry.

ORCA input file:
```
! wB97M-V def2-TZVPD RIJCOSX def2/J DEFGRID3
* xyz 0 1
C 1.255 -1.461 -1.183
C 1.321 -1.935 0.256
N 1.576 -3.357 0.323
C -0.004 -1.577 1.025
S -0.047 -0.515 2.484
H 0.255 -1.363 -1.601
H 1.587 -0.443 -1.424
H 1.726 -2.138 -1.905
H 2.181 -1.406 0.709
H 0.898 -4.034 0.006
H 1.874 -3.579 1.263
H -0.332 -2.537 1.396
H -0.707 -1.329 0.202
H -1.008 0.374 2.061
O -2.453 3.132 0.756
H -1.757 3.477 0.180
H -2.267 3.467 1.627
O -1.060 5.284 -2.078
H -1.904 5.559 -1.694
H -1.132 4.381 -2.404
*
```

Output
Energy above the lowest of the compared OMol25 structures with the same formula, charge and spin ... 25.9 kcal per mole
SMILES string ... C[C@H](N)CS.O.O
Kohn-Sham gap ... 9.303 eV
Highest occupied orbital energy ... -8.89 eV

Results of the Mulliken charge analysis, in e, for atoms 1 through 2: -1.457, 0.640

# 5
DFT (ωB97M-V/def2-TZVPD) results for an isolated molecule of C4H4OS2 at a distorted geometry.

ORCA input file:
```
! wB97M-V def2-TZVPD RIJCOSX def2/J DEFGRID3
* xyz 0 1
O 0.989 -0.624 -1.353
C 0.039 -0.169 -0.802
C -1.247 0.210 -1.580
S -1.592 -0.266 -3.080
C -0.071 0.069 0.655
C 1.133 -0.241 1.437
S 0.858 1.537 1.250
H -1.994 0.740 -0.953
H -1.085 0.004 1.058
H 0.971 -0.621 2.448
H 2.000 -0.639 0.919
*
```

Output
Energy above the lowest of the compared OMol25 structures with the same formula, charge and spin ... 28.2 kcal per mole
SMILES string ... O=C(C=S)[C@H]1CS1
Kohn-Sham gap ... 7.687 eV
Highest occupied orbital energy ... -9.13 eV

Results of the Mulliken charge analysis, in e, for atoms 1 through 2: -0.485, 0.761

# 6
DFT (ωB97M-V/def2-TZVPD) results for an isolated molecule of C28H40ClN3O3 at a distorted geometry.

ORCA input file:
```
! wB97M-V def2-TZVPD RIJCOSX def2/J DEFGRID3
* xyz 0 1
C -5.533 -5.059 -0.776
C -5.929 -3.627 -0.440
C -4.968 -2.948 0.536
C -3.584 -2.694 -0.056
C -2.709 -1.875 0.889
C -1.366 -1.519 0.257
C -0.530 -0.653 1.189
N 0.642 -0.138 0.507
C 1.285 0.954 0.953
O 0.935 1.534 1.968
C 2.489 1.455 0.141
C 2.112 2.798 -0.526
C 0.796 2.865 -1.316
C -0.474 3.057 -0.470
C -1.330 1.933 -1.000
C -2.692 1.655 -0.590
C -3.508 0.849 -1.387
C -4.801 0.558 -1.003
C -5.287 1.068 0.193
Cl -6.900 0.692 0.686
C -4.494 1.874 0.995
C -3.204 2.171 0.601
N -0.717 1.209 -1.854
O 0.550 1.659 -2.073
C 3.042 0.470 -0.899
C 3.634 -0.787 -0.251
N 4.663 -0.417 0.688
C 5.982 -0.715 0.619
O 6.774 -0.309 1.450
C 6.431 -1.584 -0.536
C 6.656 -0.815 -1.822
C 7.389 -2.686 -0.192
C 5.980 -3.016 -0.583
C 4.176 0.451 1.739
C 3.617 1.744 1.152
H -5.439 -5.651 0.132
H -6.287 -5.521 -1.409
H -4.584 -5.088 -1.305
H -5.982 -3.040 -1.360
H -6.928 -3.632 0.004
H -4.872 -3.562 1.434
H -5.397 -1.990 0.838
H -3.090 -3.644 -0.269
H -3.690 -2.153 -0.999
H -2.543 -2.436 1.811
H -3.232 -0.953 1.152
H -0.818 -2.433 0.017
H -1.539 -0.972 -0.672
H -0.210 -1.230 2.066
H -1.117 0.196 1.555
H 0.841 -0.518 -0.403
H 2.928 3.071 -1.198
H 2.049 3.563 0.250
H 0.889 3.676 -2.052
H -0.942 4.028 -0.634
H -0.282 2.937 0.596
H -3.111 0.465 -2.313
H -5.433 -0.061 -1.620
H -4.885 2.263 1.922
H -2.587 2.790 1.233
H 2.288 0.202 -1.639
H 3.845 0.983 -1.435
H 4.040 -1.444 -1.017
H 2.857 -1.335 0.297
H 7.393 -0.031 -1.656
H 7.030 -1.481 -2.597
H 5.738 -0.351 -2.181
H 7.673 -2.796 0.843
H 8.182 -2.909 -0.889
H 5.309 -3.371 0.186
H 5.809 -3.466 -1.551
H 5.013 0.665 2.406
H 3.392 -0.070 2.301
H 3.222 2.358 1.962
H 4.420 2.291 0.655
*
```

Output
Energy above the lowest of the compared OMol25 structures with the same formula, charge and spin ... 0.0 kcal per mole
SMILES string ... CCCCCCCNC(=O)C1(C[C@@H]2CC(c3ccc(Cl)cc3)=NO2)CCN(C(=O)C2(C)CC2)CC1
Kohn-Sham gap ... 8.979 eV
Highest occupied orbital energy ... -8.74 eV

Results of the Mulliken charge analysis, in e, for atoms 1 through 2: -1.264, -0.438

# 7
DFT (ωB97M-V/def2-TZVPD) results for a 2-piece molecular cluster, CHNO4 overall at a distorted geometry.

ORCA input file:
```
! wB97M-V def2-TZVPD RIJCOSX def2/J DEFGRID3
* xyz 0 1
C 0.658 2.838 -0.786
N -0.883 1.179 1.255
O -0.380 3.416 -0.666
O 1.651 2.196 -0.704
O -1.118 0.094 -0.851
O -0.308 0.842 0.324
H -1.730 -0.550 -0.389
*
```

Output
Energy above the lowest of the compared OMol25 structures with the same formula, charge and spin ... 68.5 kcal per mole
Kohn-Sham gap (alpha / beta) ... 8.971 / 8.964 eV
Highest occupied orbital energy (alpha / beta) ... -9.97 / -9.96 eV

Results of the Mulliken charge analysis, in e, for atoms 1 through 2: 0.820, 0.109

# 8
DFT (ωB97M-V/def2-TZVPD) results for a 2-piece molecular cluster, C17H33BrNO4S overall.

ORCA input file:
```
! wB97M-V def2-TZVPD RIJCOSX def2/J DEFGRID3
* xyz 1 1
C 6.360 -1.170 1.913
O 5.971 0.130 2.296
C 4.674 0.502 1.913
C 3.605 0.028 2.908
C 2.413 0.988 3.058
C 1.182 0.652 2.216
C 1.464 0.447 0.726
C 0.182 0.488 -0.108
C 0.356 -0.082 -1.510
C -0.234 0.679 -2.695
S 0.025 -0.491 -4.086
C -0.173 -1.773 -3.005
N -0.105 -1.496 -1.736
C -0.395 -2.491 -0.679
C 0.530 -3.725 -0.736
C 1.660 -3.703 0.303
Br 3.390 -4.079 -0.480
H 6.043 -1.929 2.637
H 7.451 -1.173 1.844
H 5.940 -1.422 0.931
H 4.464 0.139 0.889
H 4.682 1.599 1.876
H 4.108 -0.077 3.875
H 3.252 -0.981 2.637
H 2.104 1.022 4.108
H 2.737 2.009 2.807
H 0.699 -0.257 2.614
H 0.455 1.468 2.326
H 2.145 1.229 0.357
H 1.992 -0.508 0.569
H -0.635 -0.015 0.423
H -0.154 1.529 -0.216
H 1.442 -0.135 -1.734
H -1.311 0.867 -2.654
H 0.346 1.597 -2.822
H -0.373 -2.782 -3.357
H -1.448 -2.774 -0.785
H -0.301 -1.984 0.283
H -0.085 -4.619 -0.583
H 0.962 -3.814 -1.736
H 1.777 -2.726 0.777
H 1.513 -4.452 1.081
C -5.556 4.551 -0.774
C -6.267 3.601 -1.707
O -5.405 2.518 -2.135
C -5.230 1.555 -1.250
O -5.720 1.464 -0.160
O -4.397 0.644 -1.786
C -4.130 -0.462 -0.929
H -4.656 4.948 -1.244
H -6.216 5.387 -0.540
H -5.287 4.058 0.159
H -6.544 4.090 -2.638
H -7.160 3.175 -1.251
H -5.045 -0.956 -0.609
H -3.568 -0.138 -0.052
H -3.530 -1.147 -1.527
*
```

Output
Kohn-Sham gap ... 7.550 eV
Highest occupied orbital energy ... -11.72 eV

Results of the Mulliken charge analysis, in e, for atoms 1 through 2: -0.631, -0.441